C34H50BrCsN8O3S | ωB97M-V/def2-TZVPD

Geometry as XYZ:
```
98
Properties=species:S:1:pos:R:3:forces:R:3
Cs 0.27495 0.14132 1.07356 -1.97 -0.21 -0.42
C -3.71877 -4.41603 2.86789 0.01 -0.06 0.12
N -4.01097 -3.82128 1.58513 0.04 0.12 -0.21
C -4.48444 -4.50786 0.48142 -0.04 -0.05 0.03
C -4.61075 -3.62479 -0.51893 0.00 0.00 -0.07
N -4.19946 -2.38836 -0.03431 0.06 -0.24 0.08
C -3.82472 -2.50241 1.28089 -0.15 -0.08 0.05
S -3.34032 -1.30446 2.33039 0.11 0.21 0.11
C -4.17962 -1.21308 -0.83153 -0.10 0.25 -0.10
C -5.27629 -0.93024 -1.63377 -0.02 -0.09 0.11
C -5.21458 0.19356 -2.44200 0.10 0.02 -0.01
C -4.07634 0.97914 -2.40902 -0.11 -0.04 -0.10
C -3.04157 0.60400 -1.56500 0.06 -0.19 -0.04
N -3.08686 -0.47248 -0.78810 0.19 -0.15 -0.06
H -4.52925 -5.08234 3.15980 -0.01 0.01 -0.03
H -3.62501 -3.61352 3.59464 0.00 0.00 0.00
H -2.78496 -4.97863 2.83093 0.01 0.03 -0.01
H -4.68354 -5.56396 0.50891 0.01 0.00 0.00
H -4.91851 -3.75791 -1.53962 0.01 0.00 0.00
H -6.15233 -1.56408 -1.61470 0.00 0.01 0.03
H -6.04975 0.45058 -3.08006 0.00 0.00 -0.01
H -3.98216 1.86925 -3.01384 0.02 -0.01 0.03
H -2.13264 1.19013 -1.51942 -0.06 -0.07 -0.06
C 3.31080 -2.04088 -6.22418 0.02 -0.02 0.09
C 4.03877 -2.63199 -5.01514 0.02 -0.02 -0.03
C 5.53208 -2.29887 -5.14950 -0.05 -0.01 -0.02
C 3.85221 -4.15614 -5.04599 0.01 0.05 -0.01
C 3.50751 -2.06978 -3.69885 0.01 0.01 0.00
C 2.49435 -1.12258 -3.62844 -0.01 0.00 0.01
C 2.11016 -0.65619 -2.39202 -0.08 0.09 0.13
Br 0.72308 0.66739 -2.27505 0.05 0.10 -0.53
C 2.65116 -1.03581 -1.13805 0.22 0.01 -0.34
O 2.22062 -0.46479 -0.07136 2.41 -0.85 -1.03
C 3.65564 -2.05219 -1.22845 -0.07 0.02 0.06
C 4.04380 -2.49923 -2.48477 -0.02 -0.01 -0.04
C 4.36858 -2.67822 -0.01662 0.02 -0.01 0.04
C 3.80258 -2.26578 1.34766 0.02 0.03 -0.08
C 5.84997 -2.27112 -0.04481 -0.04 0.00 0.01
C 4.25623 -4.21098 -0.09459 0.03 0.05 -0.01
H 3.71525 -2.46984 -7.14301 0.00 0.00 -0.01
H 3.44102 -0.95816 -6.27108 -0.03 0.01 -0.02
H 2.24264 -2.26357 -6.18849 -0.01 0.02 -0.03
H 5.93144 -2.70116 -6.08446 0.01 0.00 0.00
H 6.10918 -2.71787 -4.32433 0.01 0.00 0.00
H 5.67880 -1.21731 -5.14694 0.02 0.00 0.00
H 4.22087 -4.56700 -5.98970 0.00 -0.01 0.00
H 2.79490 -4.40900 -4.94715 0.00 -0.02 0.00
H 4.39241 -4.64110 -4.23197 -0.01 -0.01 0.01
H 2.00086 -0.73996 -4.51061 0.02 0.00 -0.01
H 4.83234 -3.24274 -2.52624 0.00 0.00 0.00
H 3.87089 -1.19177 1.49540 -0.05 0.00 0.04
H 4.37457 -2.76889 2.13298 0.00 -0.04 -0.03
H 2.75620 -2.55999 1.44010 -0.01 0.05 0.03
H 5.93927 -1.18501 0.01744 0.03 0.00 0.00
H 6.33736 -2.59840 -0.96440 0.01 0.01 0.00
H 6.38516 -2.70999 0.80185 0.00 -0.01 0.00
H 3.20680 -4.50816 -0.14368 0.00 -0.02 0.01
H 4.70270 -4.66622 0.79331 0.02 0.00 0.00
H 4.76261 -4.61958 -0.96930 -0.01 -0.02 0.00
N -1.90135 5.30866 3.06132 2.68 3.94 -10.68
C -1.52628 4.68294 1.76986 0.21 -0.11 -0.22
C -0.01232 4.76891 1.48264 -0.10 0.03 -0.06
C 0.33332 4.69731 -0.01902 -0.09 -0.04 0.14
N 1.70775 4.22825 -0.15891 -0.07 0.08 0.03
C -0.72231 3.83660 -0.71173 -0.02 0.44 -0.15
C -2.12125 4.46111 -0.65724 -0.17 0.01 0.09
N -3.11402 3.39519 -0.79488 0.16 0.27 -0.05
C -2.30527 5.29997 0.62057 0.00 0.09 0.10
H -1.93625 5.07258 4.09189 -1.74 -2.35 2.13
H -2.43968 6.15234 2.90709 0.04 0.16 0.01
H -1.07235 5.56809 3.57989 1.71 1.34 -1.50
H -1.80366 3.62862 1.86246 0.05 0.14 -0.04
H 0.48854 3.93624 1.98643 0.00 0.03 0.06
H 0.39429 5.69499 1.89804 0.02 -0.01 0.03
H 0.30724 5.70035 -0.45832 -0.05 0.03 0.08
H 1.99580 4.23989 -1.13005 -0.01 -0.03 -0.01
H 1.79170 3.26702 0.15574 0.02 -0.03 -0.03
H -0.74542 2.89587 -0.17099 -0.03 -0.49 -0.04
H -0.45336 3.64824 -1.75274 0.05 -0.18 0.08
H -2.25137 5.11517 -1.52350 0.04 0.03 0.03
H -4.05101 3.77787 -0.83511 -0.04 0.00 0.06
H -3.07348 2.76761 0.00267 -0.06 0.01 0.02
H -3.37165 5.33072 0.86434 0.00 0.08 -0.01
H -1.96940 6.33107 0.46208 0.01 0.01 0.01
C -1.25127 -0.61063 5.35953 0.01 -0.03 -0.10
N -1.58588 0.80635 5.28271 0.02 0.02 -0.32
C -2.26526 1.43653 6.26668 -0.20 0.45 0.19
C -2.56811 2.75618 6.19362 -0.11 -0.49 0.09
C -2.14822 3.43226 5.01439 -0.46 1.28 0.60
O -2.38436 4.72279 4.89678 -2.49 -3.75 9.71
N -1.51336 2.82241 4.05077 0.49 -0.27 -0.42
C -1.20379 1.51043 4.12944 -0.03 0.15 0.55
O -0.57567 0.92741 3.25008 -0.60 0.49 1.88
H -1.41985 -0.96408 6.37396 -0.01 0.04 0.02
H -0.20722 -0.74635 5.08716 0.01 0.00 0.05
H -1.86178 -1.17956 4.65840 0.01 -0.01 0.01
H -2.54549 0.83473 7.12032 0.06 -0.07 0.00
H -3.08283 3.28223 6.98081 -0.02 -0.05 0.00
```
Positions in Å, forces in eV/Å.

The relative energy (zero: lowest compared OMol25 entry of this formula, charge and spin) is 84.6 kcal/mol.